Formula: C30H19BrF4InN2O4PS2
Source: OMol25
Level of theory: ωB97M-V with the def2-TZVPD basis set

Each line ends with the natural charge from an NBO analysis.
Geometry (Å):
H  -3.94505  -4.35795  2.04038  0.216
C  -4.97845  2.49118  0.51162  -0.210
F  2.84326  1.82760  4.23485  -0.302
O  1.10777  -3.27322  -2.82927  -0.937
F  1.24958  2.51207  6.34469  -0.274
C  -3.49385  -3.39114  1.94551  -0.211
C  -1.21666  1.47996  3.91942  0.404
H  6.52117  -2.25446  -1.12117  0.230
C  -2.67427  1.98716  0.97671  -0.308
C  -4.58403  3.75105  0.09418  -0.204
C  -3.12821  -1.40624  0.63093  -0.235
O  1.10589  1.36711  -1.60279  -0.615
O  1.32819  -4.10096  -0.50397  -0.916
H  -1.22675  3.42194  0.30487  0.213
Br  2.14498  0.65482  1.55054  0.137
P  -1.32716  0.70544  1.19113  0.814
C  6.19913  -4.30389  -1.61961  -0.193
H  -3.37618  -0.84917  -0.27085  0.218
C  0.86680  4.18031  -3.58393  -0.253
H  -2.31690  -3.51147  3.74686  0.216
O  3.92127  -0.41051  -0.65590  -0.592
H  -6.01375  2.14440  0.51082  0.220
C  1.08415  3.39935  -2.50501  0.036
H  3.32329  -5.91440  -2.03765  0.235
C  -0.46484  1.13518  2.79853  -0.437
C  0.38901  1.52430  -3.83692  0.028
N  0.84020  2.08704  -2.65015  0.017
N  2.20436  -1.82971  -1.24217  -1.020
C  0.91592  1.23316  2.93947  -0.130
H  1.44234  3.79259  -1.57993  0.246
H  -2.93308  5.11141  -0.30010  0.216
C  0.71564  2.06996  5.22654  0.284
H  5.74118  -6.38836  -2.02076  0.226
C  3.62914  -3.79463  -1.72885  -0.238
S  0.43910  -0.18734  -4.19315  -0.168
S  1.92467  -3.38632  -1.62081  2.274
C  4.42858  -2.69670  -1.41841  -0.130
H  7.26411  -4.54389  -1.53329  0.216
C  -4.01604  1.63281  0.98420  -0.198
C  -3.77696  -2.64300  0.82012  -0.207
H  -1.24028  -1.35678  3.45164  0.215
C  -2.22572  -0.89640  1.60025  -0.222
C  0.21403  3.74344  -4.74444  -0.161
H  -0.00075  4.45403  -5.51040  0.231
H  -4.32138  0.65228  1.26906  0.224
H  1.13754  5.23701  -3.49433  0.230
F  -1.42183  2.18808  6.14240  -0.281
H  -5.34859  4.41713  -0.26394  0.212
C  -0.65130  1.92798  5.10871  0.248
H  -0.65543  1.95539  -5.64978  0.245
C  -0.11494  2.40676  -4.83087  -0.225
H  -4.49022  -2.99583  0.07295  0.217
C  5.79421  -2.98527  -1.36824  -0.171
C  -2.29100  3.21819  0.44032  -0.210
H  -0.97973  -1.33989  -1.15602  -0.302
C  5.35739  -5.36118  -1.89697  -0.204
C  3.50963  -1.46992  -1.05115  0.684
C  -2.61335  -2.90034  2.88140  -0.190
F  -2.52453  1.31936  3.86301  -0.300
C  -1.98807  -1.67091  2.72054  -0.247
C  4.02673  -5.09942  -1.92956  -0.197
C  1.50777  1.70966  4.12360  0.348
In  0.41967  -0.57566  -1.80281  1.391
C  -3.25738  4.15683  0.10797  -0.205

Calculated values
E_HOMO in eV: -8.35
Lowest unoccupied orbital energy in eV: -0.3
Gap between HOMO and LUMO in eV: 8.1